Formula: C17H15FN4O8S
Source: the Open Molecules 2025 dataset
Level of theory: wB97M-V/def2-TZVPD

The geometry in ORCA input format:
```
! RIJCOSX wB97M-V def2-TZVPD def2/J DEFGRID3
* xyz 0 1
O -3.19 -0.08 -3.03
C -2.67 0.49 -2.08
O -1.64 0.00 -1.32
C -1.18 -1.29 -1.70
C -0.04 -1.79 -0.84
O 1.03 -0.80 -0.94
C 1.62 -0.75 0.36
C 3.10 -1.11 0.23
N 3.85 -1.04 -0.89
N 5.13 -1.45 -0.74
C 5.25 -1.79 0.51
C 6.32 -2.36 1.30
O 7.38 -2.76 0.91
N 6.06 -2.62 2.62
C 4.85 -2.35 3.17
N 3.80 -1.86 2.52
C 3.95 -1.55 1.18
C 0.85 -1.69 1.32
O 1.47 -2.98 1.44
C -0.46 -1.89 0.58
O -1.13 -3.11 0.94
C -3.24 1.76 -1.62
C -2.97 2.32 -0.35
C -3.60 3.51 0.06
C -4.48 4.18 -0.79
S -5.24 5.75 -0.21
O -5.98 5.43 1.00
O -6.11 6.31 -1.25
F -4.00 6.68 0.17
C -4.72 3.68 -2.09
C -4.13 2.47 -2.47
H -1.96 -2.05 -1.55
H -0.84 -1.30 -2.73
H 0.31 -2.77 -1.18
H 1.52 0.29 0.69
H 3.45 -0.76 -1.77
H 6.76 -3.21 3.08
H 4.79 -2.53 4.26
H 0.72 -1.24 2.31
H 2.39 -2.84 1.83
H -1.15 -1.07 0.83
H -0.46 -3.80 1.16
H -2.26 1.81 0.31
H -3.40 3.93 1.05
H -5.37 4.20 -2.81
H -4.39 2.04 -3.48
*
```

The HOMO-LUMO gap comes out at 8.3 eV. The highest occupied orbital energy is -9.107 eV. The calculation puts the energy above the lowest of the compared OMol25 structures with the same formula, charge and spin at 0.000 eV. The LUMO energy is -0.8 eV. As for the SMILES: O=C(OC[C@H]1O[C@H](c2[nH]nc3c(=O)[nH]cnc23)[C@H](O)[C@@H]1O)c1ccc(S(=O)(=O)F)cc1.

Mulliken analysis output, partial charges in e: -0.5886 0.2662 -0.1120 -1.0927 0.4591 -0.5649 0.4814 -1.2208 0.3702 -1.1065 0.1643 0.1803 -0.6020 -0.1084 -0.2005 -0.6592 1.6661 -0.0023 -0.6139 -0.3276 -0.5913 0.4656 -0.3258 -0.7613 0.2956 1.2156 -0.5504 -0.5782 -0.1958 -0.4099 -0.3829 0.4370 0.4073 0.3799 0.3705 0.2578 0.2733 0.4048 0.4081 0.3853 0.2685 0.3829 0.3439 0.3224 0.4291 0.3597



Formula: C8H24BrN2O
Source: the Open Molecules 2025 dataset
Level of theory: wB97M-V/def2-TZVPD

The geometry in ORCA input format:
```
! RIJCOSX wB97M-V def2-TZVPD def2/J DEFGRID3
* xyz 1 1
N 6.72 -0.99 0.05
H 5.69 -0.89 0.16
H 7.13 -1.44 0.87
H 7.20 -0.14 -0.23
H 6.73 -1.71 -0.68
Br 3.57 -1.13 -0.75
C -2.74 0.38 1.61
C -2.16 0.94 0.30
N -0.67 0.64 0.17
C -0.33 1.22 -1.18
C 0.14 1.28 1.29
C -0.01 2.80 1.33
C -0.29 -0.84 0.14
C -0.97 -1.69 -0.91
O -2.37 -1.61 -0.83
C -3.11 -2.24 -1.87
H -2.39 1.03 2.41
H -2.29 -0.58 1.87
H -3.81 0.19 1.55
H -2.29 2.02 0.25
H -2.67 0.54 -0.56
H -0.79 0.61 -1.96
H 0.75 1.23 -1.28
H -0.70 2.24 -1.29
H 1.15 0.94 1.06
H -0.17 0.80 2.21
H -1.03 3.00 1.68
H 0.08 3.35 0.40
H 0.61 3.27 2.09
H -0.48 -1.18 1.15
H 0.78 -0.81 -0.05
H -0.74 -2.74 -0.69
H -0.52 -1.49 -1.89
H -2.56 -2.97 -2.46
H -3.41 -1.41 -2.52
H -4.04 -2.62 -1.43
*
```

The HOMO-LUMO gap comes out at 8.4 eV. The highest occupied orbital energy is -10.890 eV. The LUMO energy is -2.5 eV.

Mulliken analysis output, partial charges in e: -0.4351 0.1000 0.3671 0.3474 0.4225 -0.7231 -1.2623 -0.6057 -0.0884 -1.0719 -0.3764 -1.1803 -0.3271 -0.7259 -0.2589 -0.8700 0.3247 0.3011 0.3887 0.6062 0.5881 0.3752 0.3951 0.4466 0.4621 0.4367 0.3238 0.2867 0.4092 0.5269 -0.1652 0.4898 0.5511 0.3654 0.3095 0.2666



Formula: C2H2ClO2S
Source: the Open Molecules 2025 dataset
Level of theory: wB97M-V/def2-TZVPD

The geometry in ORCA input format:
```
! RIJCOSX wB97M-V def2-TZVPD def2/J DEFGRID3
* xyz -1 3
C 0.53 -0.02 -0.33
C 1.78 -0.17 -0.15
O 2.96 -0.36 -0.07
O -1.93 -2.05 2.02
S -1.47 -2.47 0.65
Cl 0.61 -3.30 0.72
H 0.11 -1.02 -0.31
H 0.07 0.92 -0.39
*
```

The HOMO-LUMO gap (spin up / spin down) comes out at 5.0 / 8.8 eV. The highest occupied orbital energy (spin up / spin down) is -1.359 / -5.121 eV. The calculation puts the energy above the lowest of the compared OMol25 structures with the same formula, charge and spin at 0.000 eV. The LUMO energy (spin up / spin down) is 3.7 / 3.7 eV.

Mulliken analysis output, partial charges in e: -0.5701 0.7652 -0.4533 -0.4451 0.0385 -0.5536 -0.0913 0.3096



| no. | electronic energy (a.u.) |
| --- | --- |
| 1 | -1975.78898 |
| 2 | -3077.72054 |
| 3 | -1086.22822 |